Entry 1:
C36H96Cl3N5O5P | ωB97M-V/def2-TZVPD

The geometry in XYZ format:
```
146
Properties=species:S:1:pos:R:3
Cl 0.277 3.523 1.589
Cl -2.279 -0.763 -1.188
Cl -1.615 0.841 3.004
P -4.458 -4.934 -1.311
O 2.426 9.383 -3.519
O 1.504 2.143 5.864
O 14.024 -0.041 0.597
O -1.956 3.401 -2.040
O 1.388 -1.944 0.445
N 0.128 9.437 -4.967
N 14.475 -0.085 3.109
N 0.999 0.636 1.732
N -2.675 1.785 0.186
N -0.466 3.288 4.373
C -3.316 -9.788 -3.039
C -5.665 -2.634 -0.335
C -2.131 -3.901 -2.701
C -0.825 7.480 -3.766
C 0.306 -2.860 0.880
C -6.473 -5.975 0.357
C 13.170 -0.201 -0.566
C 0.161 1.772 6.182
C -3.818 -7.402 -2.247
C -2.750 -4.432 -1.351
C 0.880 -0.820 -0.289
C 3.321 9.415 -2.418
C 1.362 0.460 0.289
C -0.719 -3.460 -2.409
C 14.015 1.316 2.516
C -0.661 2.936 5.852
C -6.799 -7.062 1.422
C -6.241 -1.312 -0.931
C -8.274 -7.073 1.778
C -3.563 2.861 -0.456
C 0.170 8.597 -3.646
C 2.453 1.556 6.767
C 14.417 1.224 1.041
C -3.317 2.893 -1.955
C -0.111 -2.775 -3.580
C 1.625 8.220 -3.464
C 14.532 2.490 3.345
C -3.366 4.153 0.184
C -4.905 -5.628 0.331
C -2.134 2.722 6.040
C -6.822 -0.382 0.084
C -5.520 -3.561 -1.548
C -4.145 -8.507 -3.318
C -4.690 -6.158 -2.569
C -1.575 3.737 -3.399
C 2.935 0.609 0.234
H -0.738 -2.851 -1.544
H -2.311 -9.510 -2.915
H -0.273 -3.356 -4.531
H 0.057 0.353 1.993
H 14.156 2.436 4.366
H -8.917 -7.226 0.918
H 0.853 1.336 -0.184
H -2.381 1.782 5.637
H -3.713 -10.272 -2.093
H -0.695 10.039 -5.159
H -5.258 -8.761 -3.244
H -0.132 9.279 -2.805
H -1.802 7.927 -3.801
H -2.081 -5.256 -0.908
H -1.696 2.884 -4.087
H -0.806 6.872 -2.915
H 3.774 8.414 -2.254
H -6.260 -2.904 0.575
H 13.852 2.033 0.485
H -3.447 1.917 -2.490
H -4.576 -4.960 1.154
H 1.898 7.406 -4.192
H -6.900 -6.334 -0.578
H -4.659 -2.353 0.085
H 12.953 1.144 2.623
H -2.843 -3.136 -3.132
H -6.285 -6.808 2.322
H -6.494 -3.924 -1.885
H -5.508 -0.783 -1.475
H -0.011 0.900 5.601
H -2.196 4.620 -3.724
H -7.756 -0.863 0.497
H -1.821 2.376 0.486
H 15.622 2.577 3.324
H -2.244 4.334 0.215
H -2.402 1.023 -0.508
H -3.884 -8.095 -4.303
H 0.255 -2.879 1.949
H 15.525 -0.138 3.305
H -8.585 -6.183 2.304
H -8.516 -7.958 2.405
H -7.064 -1.588 -1.661
H -6.504 -8.055 1.111
H -0.043 1.593 7.236
H 2.999 0.747 6.332
H 0.973 10.030 -4.896
H -1.258 3.878 4.057
H 3.234 2.314 7.032
H -4.087 -7.754 -1.251
H -0.676 2.424 3.870
H -3.957 3.607 -2.349
H 14.322 -0.707 2.305
H -0.667 6.899 -4.634
H 1.744 7.641 -2.540
H 0.306 8.847 -5.794
H -4.608 2.448 -0.340
H 13.744 -0.089 -1.546
H -3.531 -10.600 -3.718
H -5.179 -2.903 -2.314
H 0.967 1.596 1.944
H 4.112 10.075 -2.759
H 1.946 1.308 7.669
H -0.189 3.674 6.481
H -2.753 -3.547 -0.637
H 0.425 -3.906 0.531
H 12.710 -1.174 -0.423
H -0.140 -4.361 -2.200
H -2.359 2.936 7.108
H -5.733 -6.528 -2.691
H -4.232 -6.560 0.478
H -3.762 4.029 1.265
H -4.480 -5.630 -3.526
H 12.452 0.630 -0.517
H -3.996 4.875 -0.293
H -6.062 -0.256 0.888
H 15.538 1.263 1.054
H 14.156 3.364 2.895
H -2.741 3.544 5.603
H 3.304 1.365 0.960
H 2.918 9.874 -1.516
H 3.305 0.893 -0.787
H -2.710 -7.252 -2.288
H -0.712 -2.581 0.598
H 1.623 0.151 2.397
H 0.970 -2.479 -3.669
H -0.500 3.981 -3.294
H 3.436 -0.320 0.466
H -0.669 -1.797 -3.798
H 1.213 -0.780 -1.319
H 14.035 -0.382 3.975
H -2.880 1.370 1.080
H -0.211 -0.893 -0.265
H 0.447 3.603 4.021
H -6.879 -5.002 0.662
H -7.140 0.604 -0.329
H -2.213 -4.700 -3.367
```

For the HOMO energy, the calculation gives -13.10 eV. The calculated total energy comes out at -3800.2903 a.u. As for the LUMO energy: -0.185 Eh. Its HOMO-LUMO gap is 8.06 eV. As for the total charge: +3.

Atom charges from the Löwdin analysis, given in e for atoms 1 to 8: atom 1 (Cl): -0.120, atom 2 (Cl): 0.044, atom 3 (Cl): 0.023, atom 4 (P): 0.931, atom 5 (O): -0.185, atom 6 (O): -0.185, atom 7 (O): -0.251, atom 8 (O): -0.226

=====

Entry 2:
C8H21MnO10P2 | ωB97M-V/def2-TZVPD

The geometry in XYZ format:
```
42
Properties=species:S:1:pos:R:3
Mn -0.133 0.138 -0.312
P -0.390 1.331 -3.020
P -1.340 3.138 -0.887
O -1.149 4.274 0.009
O -2.733 3.186 -1.712
O 0.096 1.526 -4.516
O -1.287 1.716 -0.317
O -0.508 3.968 -3.233
O 0.140 -0.329 2.042
O 0.361 0.177 -2.413
O -1.918 0.954 -3.081
O 2.169 -0.278 0.188
O -1.111 -1.897 0.127
C -1.329 -2.822 -0.931
C -0.760 -2.522 1.358
C -0.678 -1.426 2.429
C 1.496 -0.324 2.470
C 1.298 3.120 -1.785
C -0.120 3.009 -2.297
C 2.438 -0.928 1.426
C 3.047 -0.708 -0.847
H 2.723 -0.211 -1.760
H -2.531 1.648 -2.794
H -1.674 -0.992 2.559
H 4.079 -0.430 -0.611
H -3.147 4.043 -1.593
H -2.091 -3.556 -0.648
H 0.167 0.706 -5.006
H 1.606 -0.841 3.429
H -0.402 -3.342 -1.190
H -0.332 -1.850 3.378
H -1.679 -2.239 -1.783
H 0.225 4.209 -3.815
H 2.017 2.976 -2.593
H 1.461 2.351 -1.018
H 0.194 -3.054 1.244
H 2.276 -2.009 1.315
H 2.985 -1.792 -0.980
H 3.480 -0.754 1.722
H 1.448 4.095 -1.322
H 1.742 0.736 2.591
H -1.537 -3.244 1.645
```

For the HOMO energy (spin up / spin down), the calculation gives -12.83 / -12.84 eV. The calculated total energy comes out at -2903.5720 a.u. As for the LUMO energy (spin up / spin down): -0.083 / -0.090 Eh. The spin multiplicity is 6. Its HOMO-LUMO gap (spin up / spin down) is 10.58 / 10.40 eV. Its expectation value of S² is 8.75. As for the total charge: +1.

Atom charges from the Löwdin analysis, given in e for atoms 1 to 8: atom 1 (Mn): 1.036, atom 2 (P): 0.511, atom 3 (P): 0.359, atom 4 (O): -0.232, atom 5 (O): -0.122, atom 6 (O): -0.071, atom 7 (O): -0.382, atom 8 (O): -0.022

=====

Entry 3:
C2H4NP | ωB97M-V/def2-TZVPD

The geometry in XYZ format:
```
8
Properties=species:S:1:pos:R:3
P -3.511 -0.627 -1.188
N -2.186 0.004 -0.651
C 0.221 -0.249 -0.065
C -1.121 0.372 -0.023
H 0.583 -0.031 -1.011
H 0.057 -1.265 0.010
H 0.995 0.157 0.695
H -1.192 1.161 0.834
```

For the HOMO energy, the calculation gives -7.01 eV. The calculated total energy comes out at -474.6260 a.u. As for the LUMO energy: -0.011 Eh. Its HOMO-LUMO gap is 6.70 eV. The energy relative to the best compared isomer or geometry (same formula, charge and spin) comes out at 29.9 kcal per mole. As for the total charge: 0.

Löwdin charges, unit e, in atom order: atom 1 (P): 0.629, atom 2 (N): -0.545, atom 3 (C): -0.099, atom 4 (C): -0.324, atom 5 (H): 0.044, atom 6 (H): 0.043, atom 7 (H): 0.115, atom 8 (H): 0.137